1.
{
  "formula": "C3H9NS",
  "method": "ωB97M-V/def2-TZVPD",
  "e_above_lowest_kj_mol": 171.1,
  "smiles": "C=N.CSC",
  "max_force_ev_per_a": 2.67,
  "mol_weight_g_mol": 91.18,
  "orbital_gap_ev": 9.285,
  "elements": ["C", "N", "H", "H", "H", "C", "S", "C", "H", "H", "H", "H", "H", "H"],
  "coordinates": [[1.855, -1.763, -4.727], [0.603, -1.754, -4.827], [2.309, -1.870, -3.733], [2.558, -1.963, -5.535], [0.173, -1.889, -5.736], [-1.633, 1.206, 1.237], [-0.675, 1.224, 2.738], [0.558, -0.036, 2.685], [-2.610, 1.683, 1.366], [-1.720, 0.224, 0.776], [-1.093, 1.878, 0.535], [1.560, 0.257, 3.067], [0.459, -0.974, 3.250], [0.731, -0.460, 1.698]]
}

=====

2.
{
  "formula": "C3H9NS",
  "method": "ωB97M-V/def2-TZVPD",
  "e_above_lowest_kj_mol": 73.7,
  "smiles": "CNCCS",
  "max_force_ev_per_a": 1.56,
  "mol_weight_g_mol": 91.18,
  "orbital_gap_ev": 9.571,
  "elements": ["C", "N", "C", "C", "S", "H", "H", "H", "H", "H", "H", "H", "H", "H"],
  "coordinates": [[-1.673, -0.608, -0.816], [-0.271, -0.295, -0.996], [0.209, 0.841, -0.203], [1.446, 0.514, 0.622], [1.521, -0.998, 1.580], [-1.841, -1.558, -1.315], [-2.359, 0.112, -1.262], [-1.945, -0.813, 0.228], [0.264, -1.123, -0.772], [0.578, 1.578, -0.938], [-0.670, 1.339, 0.232], [2.233, 0.309, -0.096], [1.794, 1.416, 1.123], [0.714, -0.713, 2.612]]
}

=====

3.
{
  "formula": "C3H9NS",
  "method": "ωB97M-V/def2-TZVPD",
  "e_above_lowest_kj_mol": 29.8,
  "smiles": "NCCCS",
  "max_force_ev_per_a": 1.92,
  "mol_weight_g_mol": 91.18,
  "orbital_gap_ev": 9.975,
  "elements": ["C", "C", "C", "S", "N", "H", "H", "H", "H", "H", "H", "H", "H", "H"],
  "coordinates": [[0.410, 0.925, -0.651], [-0.145, 0.013, 0.425], [-1.137, -1.059, -0.117], [-1.214, -2.559, 0.819], [1.419, 1.893, -0.143], [-0.335, 1.503, -1.203], [0.911, 0.321, -1.399], [0.699, -0.571, 0.791], [-0.544, 0.536, 1.295], [-0.922, -1.195, -1.183], [-2.139, -0.636, -0.108], [-0.012, -3.074, 0.523], [0.936, 2.515, 0.500], [2.072, 1.387, 0.451]]
}

=====

4.
{
  "formula": "C3H9NS",
  "method": "ωB97M-V/def2-TZVPD",
  "e_above_lowest_kj_mol": 112.9,
  "smiles": "C/C=C/N.S",
  "max_force_ev_per_a": 1.78,
  "mol_weight_g_mol": 91.18,
  "orbital_gap_ev": 8.989,
  "elements": ["C", "C", "C", "N", "H", "H", "H", "H", "H", "H", "H", "H", "S", "H"],
  "coordinates": [[1.128, -0.589, -1.851], [0.422, 0.229, -0.824], [-0.710, -0.178, -0.252], [-1.398, 0.548, 0.759], [0.748, -1.613, -1.867], [1.002, -0.218, -2.870], [2.196, -0.655, -1.638], [0.768, 1.213, -0.521], [-1.110, -1.158, -0.477], [-0.687, 0.291, 1.966], [-1.350, 1.548, 0.670], [-2.338, 0.230, 0.869], [0.065, 0.210, 3.331], [1.265, 0.143, 2.706]]
}

=====

5.
{
  "formula": "C3H9NS",
  "method": "ωB97M-V/def2-TZVPD",
  "e_above_lowest_kj_mol": 240.8,
  "smiles": "C[C@H](S)CN",
  "max_force_ev_per_a": 7.83,
  "mol_weight_g_mol": 91.18,
  "orbital_gap_ev": 9.367,
  "elements": ["C", "C", "C", "H", "H", "H", "H", "H", "H", "H", "H", "H", "N", "S"],
  "coordinates": [[1.280, -1.592, 0.356], [-0.001, -0.513, 0.428], [0.098, 0.900, 0.974], [2.030, -1.037, -0.215], [1.697, -1.661, 1.407], [1.036, -2.514, -0.024], [-0.808, -0.988, 0.972], [-0.427, 0.383, -1.894], [-0.859, 1.314, 1.541], [0.772, 0.987, 1.845], [1.190, 2.627, 0.371], [-0.353, 2.682, -0.294], [0.502, 1.924, -0.081], [-1.003, -0.502, -0.856]]
}

=====

6.
{
  "formula": "C3H9NS",
  "method": "ωB97M-V/def2-TZVPD",
  "e_above_lowest_kj_mol": 174.3,
  "max_force_ev_per_a": 3.40,
  "mol_weight_g_mol": 91.18,
  "orbital_gap_ev": 8.435,
  "elements": ["C", "S", "H", "H", "H", "C", "C", "N", "H", "H", "H", "H", "H", "H"],
  "coordinates": [[-0.545, 0.506, 2.615], [-1.065, 0.385, 0.884], [-1.305, 0.854, 3.334], [0.332, 1.132, 2.707], [-0.312, -0.484, 2.966], [0.016, -1.095, -2.061], [0.499, 0.865, -0.734], [0.870, -0.363, -1.131], [0.654, -1.706, -2.692], [-0.719, -1.663, -1.499], [-0.461, -0.369, -2.717], [-0.260, 1.415, -1.285], [1.029, 1.438, -0.002], [1.266, -0.914, -0.383]]
}